1.
ORCA calculation (ωB97M-V/def2-TZVPD) on C4H12GaO as an isolated structure.

```
18
Properties=species:S:1:pos:R:3:forces:R:3:lowdin_charge:R:1
O 2.175060 -1.783230 0.113035 0.5 1.8 0.6 -0.171
C 2.543227 -0.388898 -0.292627 0.6 1.1 1.2 -0.252
C 1.405678 0.728495 0.157902 -0.1 -1.0 0.1 -0.215
C -0.051302 -0.023799 0.148690 -1.3 0.7 -0.4 -0.347
C -1.320585 1.010569 -0.187644 1.2 0.0 0.6 -0.418
Ga -3.021506 -0.236226 -0.160369 0.7 0.3 0.3 0.129
H 2.028293 -1.774454 1.104283 0.2 0.2 -1.8 0.096
H 2.752643 -0.302076 -1.445458 -0.7 -0.7 2.3 0.119
H 3.548242 -0.135882 0.272668 -1.7 -0.4 -1.3 0.101
H 1.453623 1.655985 -0.575965 -0.2 -2.0 1.5 0.106
H 1.589664 1.125683 1.266170 -0.2 -0.8 -2.4 0.107
H -0.148876 -0.885595 -0.665853 0.6 1.9 1.7 0.099
H -0.267517 -0.554174 1.195292 0.6 1.2 -2.2 0.090
H -1.408193 1.865026 0.631550 0.4 -1.6 -1.6 0.032
H -1.150337 1.501782 -1.236269 -0.1 -0.8 1.9 0.026
H -4.388902 0.588010 -0.090831 -0.2 0.1 -0.1 -0.182
H -2.848180 -1.159793 1.168738 0.0 0.1 0.1 -0.155
H -2.891031 -1.231425 -1.403312 -0.1 0.0 -0.3 -0.165
```
Forces are in eV/Å.

Output
E: -58763.5685 eV
Relative energy (zero: lowest compared OMol25 entry of this formula, charge and spin): 1.534 eV
Kohn-Sham gap: 7.67 eV
Spin multiplicity: 1
Largest force on an atom: 2.60 eV/Å
LUMO: 3.48 eV
Charge: -1

***

2.
ORCA calculation (ωB97M-V/def2-TZVPD) on C4H12LiO9P2 as an isolated structure.

```
28
Properties=species:S:1:pos:R:3:forces:R:3:lowdin_charge:R:1
Li 7.014992 0.436706 9.144298 0.1 0.7 -0.3 0.672
C 8.374056 1.917025 6.761292 0.6 -0.4 -0.3 -0.080
O 8.850008 1.464500 8.017895 -0.2 0.0 0.6 -0.202
C 9.816408 0.458179 7.856152 0.3 0.7 1.1 -0.224
C 9.186752 -0.855348 7.673442 -1.5 -1.0 0.6 -0.190
O 8.628213 -1.319750 8.928037 0.4 0.6 -0.3 -0.205
C 7.848115 -2.481232 8.766639 0.4 -0.8 0.1 -0.132
H 9.278086 2.072456 6.156175 -0.3 0.5 -0.3 0.089
H 7.756065 2.793963 6.877424 0.1 0.3 0.2 0.071
H 7.796348 1.142166 6.270347 -0.4 -0.2 -0.1 0.082
H 10.450841 0.453102 8.741770 -0.1 0.0 0.3 0.135
H 10.472447 0.727223 7.053632 0.5 -0.1 -0.9 0.112
H 9.844356 -1.625600 7.335868 0.7 -0.5 -0.5 0.122
H 8.334752 -0.743065 7.006025 0.0 -0.2 -0.4 0.112
H 8.393322 -3.413363 8.562319 0.7 0.3 -0.3 0.085
H 7.102990 -2.369423 8.000836 -0.5 0.3 -0.2 0.067
H 7.426660 -2.688198 9.727834 -0.7 0.1 0.5 0.083
O 3.934483 3.095409 8.986594 1.4 1.2 -0.5 -0.161
P 5.440002 2.984763 8.330186 -1.5 -1.1 -0.4 0.196
O 5.783659 4.229496 7.633838 0.0 0.4 0.0 -0.307
O 6.415041 2.315048 9.249274 0.0 -0.5 0.6 -0.387
O 5.149486 1.823207 7.136152 0.4 1.8 0.4 -0.316
P 4.734866 0.325835 7.461215 -2.2 1.2 2.1 0.162
O 4.404816 -0.057357 5.943292 -0.3 -1.3 -0.4 -0.134
O 3.548123 0.365629 8.435994 1.8 -0.8 -1.8 -0.355
O 5.972152 -0.407272 7.874348 0.5 -0.8 0.2 -0.385
H 3.679542 2.320489 9.477907 0.0 -0.9 0.0 0.026
H 4.223577 0.716851 5.415532 -0.1 0.4 0.0 0.062
```
Forces are in eV/Å.

Output
E: -41563.5803 eV
Relative energy (zero: lowest compared OMol25 entry of this formula, charge and spin): 0.206 eV
Kohn-Sham gap: 8.47 eV
Spin multiplicity: 1
Largest force on an atom: 3.27 eV/Å
LUMO: 2.62 eV
Charge: -1

***

3.
ORCA calculation (ωB97M-V/def2-TZVPD) on a 3-piece molecular cluster, C4H12N2 overall.

```
18
Properties=species:S:1:pos:R:3:forces:R:3:lowdin_charge:R:1
N 1.590307 -1.264117 0.907039 0.3 0.1 0.1 -0.093
C 1.688469 -0.499941 1.985362 -0.3 0.3 0.4 -0.558
C 0.694022 0.059598 2.781256 0.0 -0.2 -0.2 -0.186
C -0.602986 -0.474067 -1.146336 0.9 0.5 -0.5 -0.237
N -0.786055 0.581521 -2.123982 -1.1 -0.4 0.3 -0.072
C -2.164223 1.028316 -2.146864 0.6 0.4 -0.2 -0.198
H 0.926265 1.719429 -0.172951 -0.1 0.1 0.0 0.041
H 0.600714 -1.275087 0.672114 0.0 -0.4 0.2 -0.072
H 2.710114 -0.261046 2.310417 0.1 0.0 -0.2 0.052
H -0.336408 -0.278045 2.673149 0.0 0.2 -0.1 -0.024
H 0.375390 1.632892 0.321496 0.2 0.1 0.1 0.020
H 0.905655 0.800241 3.542664 0.1 -0.1 0.1 -0.042
H -1.029975 -0.288332 -0.153827 -0.3 0.2 -0.1 0.062
H -0.979649 -1.441854 -1.502490 -0.1 0.1 -0.2 0.085
H 0.474448 -0.538223 -1.021211 0.0 -0.4 0.2 0.026
H -2.434463 1.492761 -1.189089 0.0 -0.1 0.1 0.074
H -2.256818 1.791278 -2.922784 -0.2 -0.1 0.0 0.053
H -2.864635 0.208139 -2.343172 0.0 -0.1 0.0 0.070
```
Forces are in eV/Å.

Output
E: -7318.9527 eV
Expectation value of S²: 0.75
Relative energy (zero: lowest compared OMol25 entry of this formula, charge and spin): 2.369 eV
Kohn-Sham gap (alpha / beta): 5.26 / 4.70 eV
Spin multiplicity: 2
Largest force on an atom: 1.24 eV/Å
LUMO (alpha / beta): 3.65 / 3.10 eV
Charge: -1

***

4.
ORCA calculation (ωB97M-V/def2-TZVPD) on a 2-piece molecular cluster, C4H12N2 overall.

```
18
Properties=species:S:1:pos:R:3:forces:R:3:lowdin_charge:R:1
C 1.108662 -0.073332 4.270239 0.9 -1.3 -2.0 -0.138
N 0.138078 -0.342694 3.434484 2.5 -1.3 1.0 -0.105
C 0.632388 -0.605656 1.982492 2.7 2.8 3.5 -0.119
H 2.223777 0.238096 3.743288 -2.7 -0.9 1.8 0.115
H 1.092930 -0.415502 5.423716 -0.4 1.7 -2.6 0.098
H 1.114304 0.355090 1.739539 0.1 -0.2 -0.4 0.064
H 1.443376 -1.351423 1.928499 -0.8 0.0 0.3 0.078
H -0.102416 -0.721099 1.293751 -2.5 -0.8 -1.6 0.006
C -1.004706 -0.891873 -2.110640 3.6 1.2 -1.4 -0.100
C -0.709946 0.651826 -1.946531 -1.0 3.1 0.0 -0.336
N -0.256403 1.268426 -3.253218 -0.4 1.5 -0.3 -0.083
H -0.206448 -1.367907 -1.480792 -1.1 0.0 -0.5 0.064
H -0.748704 -1.254011 -3.198606 -0.8 0.9 2.0 0.105
H -1.959492 -1.138159 -1.787132 -1.7 -0.7 0.4 0.023
H 0.112091 0.815228 -1.228269 -0.3 -0.3 -0.3 0.069
H -1.557480 1.451364 -1.530423 1.4 -2.8 -0.7 0.137
H -0.969538 1.035610 -3.925336 -0.2 -0.6 -0.4 0.028
H -0.350476 2.346008 -3.355056 0.5 -2.2 1.2 0.094
```
Forces are in eV/Å.

Output
E: -7319.1996 eV
Relative energy (zero: lowest compared OMol25 entry of this formula, charge and spin): 3.829 eV
Kohn-Sham gap: 10.09 eV
Spin multiplicity: 1
Largest force on an atom: 5.25 eV/Å
Structure (SMILES): C=NC.CCN
LUMO: 0.88 eV
Charge: 0

***

5.
ORCA calculation (ωB97M-V/def2-TZVPD) on one molecule with the formula C4H12N2.

```
18
Properties=species:S:1:pos:R:3:forces:R:3:lowdin_charge:R:1
C 1.217534 1.569572 -0.165115 1.4 -1.3 -1.4 -0.074
C 0.123373 0.642417 -0.652495 -1.6 -0.5 0.6 -0.469
C -1.172367 1.408486 -0.979622 0.7 0.3 -0.5 -0.075
N -0.236095 -0.357427 0.338792 0.0 -0.2 0.7 -0.070
C 0.219839 -1.719911 0.353964 0.5 -0.4 -0.8 -0.345
N -0.074785 -2.461145 1.558524 0.2 0.1 -0.4 0.007
H 1.040663 1.973475 0.824619 -0.3 0.6 -0.2 0.078
H 2.132744 0.970497 -0.076642 -0.1 -0.1 0.3 0.070
H 1.499659 2.204242 -1.015908 -0.3 0.8 0.7 0.080
H 0.390501 0.102514 -1.567610 0.4 0.1 0.1 0.139
H -1.458365 1.996325 -0.105804 -0.3 0.0 -0.1 0.076
H -1.013397 2.078911 -1.829603 0.0 0.2 0.2 0.072
H -1.953956 0.725770 -1.291651 -0.2 -0.2 0.3 0.070
H -0.832634 -0.099999 1.107041 -0.1 0.1 -0.2 0.108
H -0.226100 -2.280163 -0.482876 -0.1 -0.1 0.1 0.109
H 1.300704 -1.780646 0.155608 0.0 0.3 0.1 0.105
H -0.865405 -3.068834 1.430858 -0.2 0.2 0.4 0.058
H -0.091907 -1.904078 2.397924 -0.1 -0.1 0.0 0.062
```
Forces are in eV/Å.

Output
E: -7322.1437 eV
Relative energy (zero: lowest compared OMol25 entry of this formula, charge and spin): 0.885 eV
Kohn-Sham gap: 9.11 eV
Spin multiplicity: 1
Largest force on an atom: 2.32 eV/Å
Structure (SMILES): CC(C)NCN
LUMO: 1.16 eV
Charge: 0

***

6.
ORCA calculation (ωB97M-V/def2-TZVPD) on C4H12N2 as an isolated structure.

```
18
Properties=species:S:1:pos:R:3:forces:R:3:lowdin_charge:R:1
C -0.616454 -0.096137 -2.144368 0.5 0.4 -0.1 -0.094
C 0.268239 0.185965 -0.911988 -0.2 -0.6 0.5 -0.576
C -0.729567 0.458426 0.237388 1.5 0.3 -0.4 -0.097
C -0.654831 -0.157888 1.484154 1.0 1.5 3.0 -0.258
N 0.338796 -0.896638 2.055345 0.3 -1.0 -2.5 0.059
N 1.143783 -0.890152 -0.547305 0.1 0.1 0.4 -0.121
H -1.378961 0.651100 -2.297357 -0.5 0.4 0.0 0.058
H -1.050423 -1.084670 -2.094164 -0.1 -0.3 0.2 0.068
H 0.008369 -0.065632 -3.018041 0.4 -0.1 -0.5 0.064
H 0.808583 1.126895 -1.074015 -0.2 0.4 0.0 0.117
H -1.387009 1.344691 0.215008 -0.3 -1.0 -0.3 0.149
H -1.203165 -0.688893 0.405912 -1.3 0.1 -0.9 0.213
H -1.330374 0.229379 2.250291 -0.9 -0.5 -0.6 0.140
H 1.228354 1.644505 1.182895 0.2 0.1 0.1 0.035
H 1.521817 1.882508 1.822592 0.0 0.0 0.0 0.074
H 0.002972 -1.834392 2.284188 0.1 0.4 0.8 0.109
H 0.980676 -1.032777 1.172054 0.3 0.0 0.1 0.065
H 2.049196 -0.776290 -1.022590 -0.7 -0.1 0.2 -0.005
```
Forces are in eV/Å.

Output
E: -7317.1194 eV
Relative energy (zero: lowest compared OMol25 entry of this formula, charge and spin): 5.909 eV
Kohn-Sham gap: 6.88 eV
Spin multiplicity: 1
Largest force on an atom: 3.52 eV/Å
LUMO: 0.37 eV
Charge: 0

***

7.
ORCA calculation (ωB97M-V/def2-TZVPD) on one molecule with the formula C4H12N2.

```
18
Properties=species:S:1:pos:R:3:forces:R:3:lowdin_charge:R:1
N -2.370531 -0.616581 0.850249 -1.4 2.3 -2.8 0.020
C -1.905936 -0.221577 -0.505344 1.7 -1.1 -1.7 -0.267
C -0.348016 -0.104433 -0.784100 -0.6 0.0 2.2 -0.212
C 0.320610 0.917658 0.177798 1.0 0.3 -0.8 -0.221
C 1.861560 0.776492 0.174818 1.7 0.2 -1.8 -0.298
N 2.107776 -0.541541 0.861888 1.3 0.5 -0.4 -0.047
H -1.727400 -1.035309 1.424079 2.0 -1.2 1.3 0.021
H -3.244642 -1.111595 0.851896 0.0 -0.1 -0.1 0.057
H -2.179708 0.760913 -0.953352 -0.9 -0.4 1.2 0.101
H -2.133421 -0.958358 -1.336460 -0.6 0.4 1.1 0.107
H -0.328682 0.212157 -1.820364 0.5 0.2 -0.2 0.101
H 0.193762 -1.056534 -0.699254 -0.6 0.0 -0.2 0.086
H 0.133234 0.723870 1.220209 -0.9 -0.1 0.3 0.090
H -0.062226 1.898874 -0.109223 0.3 0.2 0.3 0.107
H 2.229302 0.592512 -0.879704 -0.5 0.6 0.6 0.096
H 2.590175 1.679931 0.485088 -2.1 -2.0 0.2 0.142
H 3.143318 -0.696713 0.858053 -1.3 0.0 0.1 0.075
H 1.720824 -1.219766 0.183721 0.6 0.3 0.8 0.042
```
Forces are in eV/Å.

Output
E: -7321.4081 eV
Relative energy (zero: lowest compared OMol25 entry of this formula, charge and spin): 1.621 eV
Kohn-Sham gap: 10.22 eV
Spin multiplicity: 1
Largest force on an atom: 3.91 eV/Å
Structure (SMILES): NCCCCN
LUMO: 1.15 eV
Charge: 0

***

8.
ORCA calculation (ωB97M-V/def2-TZVPD) on a 2-piece molecular cluster, C4H12N2O overall.

```
19
Properties=species:S:1:pos:R:3:forces:R:3:lowdin_charge:R:1
C -0.445780 0.978087 1.625085 0.0 -1.3 0.6 -0.313
C -0.732068 0.457295 0.218916 0.7 0.4 0.5 -0.215
C 0.287313 1.032858 -0.801857 0.5 -1.5 0.1 -0.376
C 0.496370 0.271180 -3.027499 -0.5 0.7 0.5 -0.299
N 0.681771 -0.023740 -1.717229 0.1 0.2 -0.1 -0.204
N -1.079925 0.118139 2.702086 -0.5 1.4 -0.2 -0.039
H 0.616489 0.803940 1.793365 0.2 0.3 -0.1 0.090
H -0.647971 2.038506 1.778635 -0.1 0.2 -0.1 0.092
H -1.777996 0.591295 -0.075340 0.1 0.1 -0.1 0.095
H -0.507110 -0.613094 0.249094 -0.2 0.1 -0.1 0.088
H -0.032740 1.965726 -1.263626 -0.5 0.2 -0.4 0.065
H 1.203082 1.329659 -0.246660 -0.1 0.0 0.2 0.074
H -0.017707 1.233648 -3.199432 0.2 -0.2 -0.7 -0.047
H 1.049112 -0.226762 -3.822339 -0.1 0.0 0.1 -0.063
H -0.796661 0.554941 3.579912 0.3 -0.3 0.1 0.035
H -2.070547 0.370691 2.706481 -0.1 -0.4 -0.2 0.041
H 1.575196 -4.103810 0.270133 -0.1 -0.1 1.3 0.016
H 1.207761 -3.421332 -0.855748 -0.8 1.3 -0.4 0.034
O 0.991411 -3.357226 0.086024 0.9 -1.1 -0.8 -0.075
```
Forces are in eV/Å.

Output
E: -9367.4753 eV
Expectation value of S²: 0.75
Relative energy (zero: lowest compared OMol25 entry of this formula, charge and spin): 1.824 eV
Kohn-Sham gap (alpha / beta): 2.80 / 6.70 eV
Spin multiplicity: 2
Largest force on an atom: 1.61 eV/Å
LUMO (alpha / beta): 3.64 / 3.63 eV
Charge: -1

***

9.
ORCA calculation (ωB97M-V/def2-TZVPD) on one molecule with the formula C4H12N2O.

```
19
Properties=species:S:1:pos:R:3:forces:R:3:lowdin_charge:R:1
N -2.053804 0.035901 -0.165253 0.9 -0.1 -0.1 0.006
C -1.283587 -0.111882 -1.410277 0.0 -0.5 1.0 -0.286
C 0.017343 0.640311 -1.522389 0.7 0.3 1.2 -0.194
C 1.102135 0.198620 -0.510647 -0.9 0.2 -0.6 -0.220
N 0.865550 0.746683 0.820032 1.0 0.3 0.6 -0.049
C 0.640846 -0.207940 1.843182 -1.0 -0.3 0.3 -0.323
O 1.665591 -1.206253 1.862166 0.3 0.1 -0.2 -0.067
H -2.674910 0.827151 -0.194793 -0.2 -0.1 0.0 0.063
H -2.539413 -0.831820 -0.004168 -0.5 0.2 0.1 0.061
H -1.915262 0.005150 -2.251130 -0.6 0.7 -1.2 0.085
H -1.020159 -1.161399 -1.477974 0.2 -0.4 0.1 0.107
H -0.008045 1.729547 -1.437498 -0.6 0.0 0.0 0.109
H 0.419456 0.439645 -2.486323 0.3 -0.2 -1.1 0.090
H 1.161955 -0.888404 -0.485867 0.1 -0.1 0.0 0.110
H 2.041679 0.568220 -0.910117 0.3 0.0 0.1 0.111
H 1.692047 1.251912 1.131409 -0.2 0.2 -0.4 0.109
H 0.587026 0.304809 2.807575 0.2 0.1 0.0 0.118
H -0.340002 -0.671426 1.693880 0.1 -0.1 -0.2 0.100
H 1.641554 -1.668825 2.698194 -0.1 -0.2 0.2 0.071
```
Forces are in eV/Å.

Output
E: -9369.5578 eV
Relative energy (zero: lowest compared OMol25 entry of this formula, charge and spin): 1.636 eV
Kohn-Sham gap: 9.68 eV
Spin multiplicity: 1
Largest force on an atom: 1.52 eV/Å
Structure (SMILES): NCCCNCO
LUMO: 1.00 eV
Charge: 0

***

10.
ORCA calculation (ωB97M-V/def2-TZVPD) on one molecule with the formula C4H12N2O.

```
19
Properties=species:S:1:pos:R:3:forces:R:3:lowdin_charge:R:1
N -0.343424 -1.091805 -2.761565 0.7 -1.2 1.0 0.002
C -0.268447 -1.411345 -1.301184 1.9 0.2 0.5 -0.251
C 0.024317 -0.200110 -0.444703 -1.5 2.2 1.3 -0.395
N -1.200427 0.573521 -0.076709 -0.7 0.0 -0.5 0.028
C 0.891187 -0.336861 0.823114 -0.2 0.2 -0.5 -0.153
C 1.068996 0.916585 1.758349 0.4 0.0 -0.9 -0.256
O -0.080664 1.659391 2.174168 0.6 -1.1 -0.1 -0.099
H -1.096740 -1.683541 -3.115332 0.2 0.3 -0.3 0.060
H 0.511112 -1.616575 -2.966308 -0.4 0.6 -1.4 0.062
H 0.648718 -2.009044 -1.089247 -0.6 -0.3 -0.4 0.114
H -1.115042 -2.015075 -1.032626 -0.5 0.0 0.8 0.107
H 0.657018 0.523784 -0.970237 -0.4 -0.3 -0.8 0.137
H -1.280834 1.365537 -0.700082 0.0 0.2 0.1 0.082
H -2.093559 0.091107 -0.183522 0.5 -0.3 0.0 0.081
H 0.587581 -1.193771 1.443066 0.4 0.0 -0.3 0.116
H 1.852577 -0.391971 0.280299 0.3 -1.0 1.3 0.113
H 1.801098 1.608277 1.285843 -0.6 -0.2 0.0 0.112
H 1.614080 0.497509 2.603649 -0.1 0.2 0.4 0.098
H -0.820564 1.170995 1.771676 0.0 0.5 -0.2 0.044
```
Forces are in eV/Å.

Output
E: -9368.8988 eV
Relative energy (zero: lowest compared OMol25 entry of this formula, charge and spin): 2.295 eV
Kohn-Sham gap: 9.95 eV
Spin multiplicity: 1
Largest force on an atom: 2.97 eV/Å
Structure (SMILES): NC[C@@H](N)CCO
LUMO: 0.79 eV
Charge: 0

***

- Which value of relative energy (zero: lowest compared OMol25 entry of this formula, charge and spin) does entry 4 give?
  3.829 eV

***

- Which formula does entry 3 have?
  C4H12N2

***

- What is the charge in the seventh record?
  0